{"formula": "C4H7N2", "method": "ωB97M-V/def2-TZVPD", "symbols": ["C", "C", "C", "C", "N", "N", "H", "H", "H", "H", "H", "H", "H"], "xyz": [[1.3657, 0.6023, 0.1679], [0.4550, 0.8309, -0.9078], [2.1657, -0.5165, 0.2839], [-1.5739, -0.5720, 0.3736], [-0.2307, -0.5306, -0.0853], [0.6974, -0.3920, 0.8577], [-0.2985, 1.5854, -0.9119], [0.8875, 0.8936, -1.8968], [2.5795, -0.8494, -0.7049], [2.5853, -0.5832, 1.2492], [-1.5458, -1.3157, 1.2400], [-2.0658, 0.4541, 0.7266], [-2.1587, -0.9583, -0.4109]], "nbo_charge": [0.259, -0.285, -0.205, -0.461, -0.077, -0.103, 0.282, 0.269, 0.276, 0.296, 0.268, 0.240, 0.242], "total_charge": 1, "molar_mass_g_mol": 83.11, "homo_lumo_gap_ev": [9.2, 9.2], "e_above_lowest_ev": 7.7180}